Below is C21H20Br2MnN6O2S as an isolated structure, with properties calculated with the ωB97M-V functional and the def2-TZVPD basis.

Values from the calculation:
**LUMO (spin up / spin down)**: 0.252 / 0.191 eV
**ΔE to the lowest compared entry with this formula, charge and spin**: 6.01 kJ/mol
**Charge**: 0
**Spin multiplicity**: 6
**Expectation value of S²**: 8.755
**Gap between HOMO and LUMO (spin up / spin down)**: 7.09 / 7.14 eV

Last column: natural (NBO) charge in e.
Element x y z (Å)
Mn1 0.295 0.167 -0.792  1.218
O1 -2.063 -3.275 -1.155  -0.657
C1 -1.541 -2.163 -1.133  0.612
N1 -0.700 -1.605 -0.263  -0.770
C2 -0.219 -2.262 0.880  0.098
C3 -0.685 -3.483 1.363  -0.239
C4 -0.157 -4.026 2.530  -0.223
C5 0.836 -3.365 3.226  -0.234
C6 1.318 -2.142 2.769  -0.264
C7 0.806 -1.582 1.602  0.177
N2 1.206 -0.345 1.054  -0.809
C8 2.246 0.362 1.506  0.615
O2 2.953 0.200 2.498  -0.654
C9 2.601 1.530 0.587  0.154
C10 3.548 2.455 1.006  -0.208
C11 3.883 3.499 0.165  -0.150
C12 3.272 3.590 -1.079  -0.252
C13 2.345 2.626 -1.423  0.047
N3 2.016 1.618 -0.613  -0.529
C14 -1.930 -1.196 -2.259  0.156
C15 -2.905 -1.570 -3.173  -0.213
C16 -3.275 -0.673 -4.158  -0.149
C17 -2.671 0.577 -4.203  -0.255
C18 -1.705 0.872 -3.259  0.059
N4 -1.336 0.003 -2.317  -0.538
H1 -1.449 -4.004 0.810  0.250
H2 -0.533 -4.978 2.883  0.205
H3 1.247 -3.791 4.133  0.205
H4 2.092 -1.616 3.304  0.250
H5 3.990 2.316 1.982  0.257
H6 4.614 4.237 0.470  0.222
H7 3.507 4.390 -1.767  0.226
H8 1.844 2.649 -2.385  0.197
H9 -3.341 -2.553 -3.074  0.257
H10 -4.033 -0.938 -4.884  0.220
H11 -2.942 1.309 -4.951  0.225
H12 -1.214 1.838 -3.237  0.197
Br1 3.644 -2.126 -0.923  0.106
C19 3.501 -0.875 -2.361  -0.524
Br2 1.690 -0.709 -3.057  0.109
H13 4.122 -1.209 -3.182  0.235
H14 3.801 0.103 -2.007  0.230
C20 -3.846 1.531 2.975  -0.426
N5 -3.119 1.976 1.806  -0.577
C21 -1.857 1.648 1.505  0.356
N6 -1.194 0.818 2.299  -0.774
S1 -1.128 2.330 0.123  -0.334
H15 -4.910 1.665 2.798  0.224
H16 -3.563 2.080 3.876  0.201
H17 -3.691 0.463 3.142  0.206
H18 -3.528 2.665 1.199  0.419
H19 -1.600 0.399 3.117  0.404
H20 -0.243 0.570 2.047  0.441